[1]
An isolated molecule of C4H10N2Si in a non-equilibrium geometry. Source: OMol25; level of theory: ωB97M-V/def2-TZVPD.

```
! wB97M-V def2-TZVPD RIJCOSX def2/J DEFGRID3
* xyz 0 1
H -2.72567 1.74092 -0.53938
N -2.05124 1.20902 0.13690
N -1.05104 0.98119 -0.59681
C 0.02550 0.16805 -0.21599
C 1.32878 1.35585 -0.71963
Si -0.50778 -1.56779 -1.00393
C 0.24173 -0.18229 1.22783
C -0.54950 0.18556 2.20369
H 1.02436 2.36909 -0.22689
H 2.27524 1.02445 -0.45334
H 1.20040 1.35863 -1.74736
H -1.65513 -1.85920 -0.15397
H 0.49809 -2.60043 -0.64976
H -0.51067 -1.54726 -2.54970
H 0.91986 -1.04404 1.37881
H -0.37522 -0.31309 3.18532
H -1.30638 0.87399 2.18091
*
```

SMILES string ... [H]/N=N/[C@](C)([SiH3])C=C
Energy above the lowest of the compared OMol25 structures with the same formula, charge and spin ... 104.18 kcal/mol
Lowest unoccupied orbital energy ... 0.73 eV

---

[2]
An isolated molecule of C2H9F2N3O2P2 in a non-equilibrium geometry. Source: OMol25; level of theory: ωB97M-V/def2-TZVPD.

```
! wB97M-V def2-TZVPD RIJCOSX def2/J DEFGRID3
* xyz 0 1
C 1.04733 -1.78919 1.22986
O 1.22260 -1.04050 0.03173
P 1.82933 0.45056 -0.04825
N 3.07496 0.64624 0.82456
F 2.14138 0.15031 -1.61920
N 0.62151 1.68900 -0.14136
C -0.62422 1.48850 -0.93926
O -1.76129 1.18380 -0.07958
P -2.09245 -0.38550 0.31554
N -2.67510 -1.03978 -1.10921
F -3.39869 0.12980 1.17016
H 1.86006 -2.27329 1.69704
H 0.19687 -2.45271 1.01380
H 0.59119 -1.18653 2.02948
H 3.46050 1.51276 1.15625
H 0.76228 2.42149 0.44088
H -0.40239 0.66732 -1.70731
H -0.87565 2.49056 -1.29639
H -2.21548 -0.60456 -1.97114
H -2.76276 -2.05827 -0.99759
*
```

SMILES string ... CO[P@@](=N)(F)NCOP(N)F
Energy above the lowest of the compared OMol25 structures with the same formula, charge and spin ... 1.55 kcal/mol
Lowest unoccupied orbital energy ... 0.68 eV

---

[3]
A cluster of 2 separate species, C4H9ClSi in total in a non-equilibrium geometry. Source: OMol25; level of theory: ωB97M-V/def2-TZVPD.

```
! wB97M-V def2-TZVPD RIJCOSX def2/J DEFGRID3
* xyz 0 1
C -2.74796 -1.55645 0.51795
Si -2.77297 0.17323 0.63447
Cl -4.50839 1.09050 1.30038
H -3.63447 -2.26244 0.56046
H -1.80999 -1.90946 0.29641
H -2.02887 1.23642 0.08592
C 1.56485 1.50762 -1.00470
C 1.73271 0.76821 0.13374
C 2.31100 -0.68570 -0.13066
H 1.78604 0.96137 -1.97710
H 1.21311 2.51126 -0.92525
H 1.58973 1.12544 1.20737
H 2.94713 -1.06116 0.64193
H 2.87895 -0.46940 -1.09385
H 1.47913 -1.42944 -0.24706
*
```

SMILES string ... C=[SiH]Cl.C=CC
Energy above the lowest of the compared OMol25 structures with the same formula, charge and spin ... 85.67 kcal/mol
Lowest unoccupied orbital energy ... 0.11 eV

---

[4]
A cluster of 4 separate species, CH7O5 in total. Source: OMol25; level of theory: ωB97M-V/def2-TZVPD.

```
! wB97M-V def2-TZVPD RIJCOSX def2/J DEFGRID3
* xyz -1 1
O 1.49440 -0.49908 -1.21716
C 0.78025 -0.98032 -0.32475
O 0.00137 -0.40510 0.47885
H 0.77087 -2.10129 -0.24001
H -0.50511 -1.36383 1.78173
H -0.11243 -2.40042 2.84827
O -0.88751 -2.06119 2.38511
H -1.88740 1.12308 -1.54643
H -1.50529 0.94672 -0.05752
O -2.25705 0.98474 -0.66764
H 0.99964 2.67789 -1.69357
H 1.54315 1.55454 -0.81304
O 1.56511 2.52427 -0.93385
*
```

Energy above the lowest of the compared OMol25 structures with the same formula, charge and spin ... 7.37 kcal/mol
Lowest unoccupied orbital energy ... 3.91 eV

---

[5]
An isolated molecule of C5H12N2 in a non-equilibrium geometry. Source: OMol25; level of theory: ωB97M-V/def2-TZVPD.

```
! wB97M-V def2-TZVPD RIJCOSX def2/J DEFGRID3
* xyz 0 1
C 1.51928 0.40957 -2.51687
C 1.12242 0.82205 -1.30449
C 0.41226 -0.04883 -0.30110
N 1.35065 -0.36041 0.77713
C -0.85941 0.64327 0.22377
C -1.57730 -0.06725 1.37826
N -1.78593 -1.49416 1.15003
H 2.02954 1.08664 -3.19474
H 1.35345 -0.60881 -2.85462
H 1.31976 1.85293 -1.01762
H 0.12144 -0.99182 -0.78040
H 2.16741 -0.81277 0.36643
H 1.68564 0.50400 1.19687
H -0.62155 1.66242 0.55952
H -1.56494 0.75657 -0.61083
H -1.01502 0.07043 2.30875
H -2.55388 0.40733 1.52789
H -2.24129 -1.89462 1.96971
H -0.86252 -1.93656 1.12232
*
```

SMILES string ... C=C[C@@H](N)CCN
Energy above the lowest of the compared OMol25 structures with the same formula, charge and spin ... 23.48 kcal/mol
Lowest unoccupied orbital energy ... 1.13 eV

---

[6]
A cluster of 2 separate species, C4H2F2O in total in a non-equilibrium geometry. Source: OMol25; level of theory: ωB97M-V/def2-TZVPD.

```
! wB97M-V def2-TZVPD RIJCOSX def2/J DEFGRID3
* xyz 0 1
C 0.57747 1.84459 0.06139
C 0.62435 0.43818 -0.16208
C 0.42386 1.33953 -1.33834
C 0.78758 -0.76946 0.20476
O 0.91969 -1.75729 0.73917
F -0.70894 1.39886 -2.00594
F -1.75914 -2.26913 2.14407
H 1.34535 1.27682 -2.03065
H -2.21023 -1.50211 2.38761
*
```

Energy above the lowest of the compared OMol25 structures with the same formula, charge and spin ... 97.34 kcal/mol
Lowest unoccupied orbital energy ... -1.07 eV

---

[7]
A cluster of 13 separate species, C23H72O20 in total in a non-equilibrium geometry. Source: OMol25; level of theory: ωB97M-V/def2-TZVPD.

```
! wB97M-V def2-TZVPD RIJCOSX def2/J DEFGRID3
* xyz -1 2
C -0.79820 4.36846 -2.83185
O -0.63328 5.50089 -2.00891
H -0.43286 3.47799 -2.32031
H -1.79419 4.16504 -3.22520
H -0.17763 4.60036 -3.69742
H 0.24341 5.80319 -2.25713
C 2.75552 2.15706 -1.97458
O 2.09186 2.33796 -3.20438
H 2.18004 2.44974 -1.09637
H 3.00332 1.09781 -1.90617
H 3.63456 2.79560 -2.06217
H 1.43817 1.65388 -3.36660
C 3.46275 -2.07086 2.27534
O 3.16279 -2.45513 0.96469
H 2.56418 -1.73380 2.79213
H 3.91009 -2.92198 2.78875
H 4.20719 -1.27830 2.35116
H 3.99768 -2.72519 0.57530
C -0.32045 -3.78826 -3.01412
C -1.43315 -3.89886 -1.98590
O -1.21151 -3.03823 -0.83020
O 0.71244 -4.56684 -2.47579
H 0.04727 -2.76224 -3.00174
H -0.58488 -4.20978 -3.98392
H -1.47615 -4.94142 -1.67076
H -2.41810 -3.67322 -2.39464
H -0.70652 -3.58893 -0.22744
H 0.85231 -4.29385 -1.56612
C -0.99516 0.64211 -3.92918
C -1.88576 -0.56475 -3.66020
O -1.71454 -1.54361 -4.76450
O 0.34796 0.27750 -3.57938
H -1.30185 1.42917 -3.24029
H -1.05866 1.02338 -4.94835
H -2.94360 -0.30208 -3.66901
H -1.69615 -1.10429 -2.73227
H -2.41362 -2.19748 -4.69139
H 0.75974 -0.20727 -4.29843
C -1.38043 -2.52214 3.17018
C -2.46033 -1.39949 3.40848
O -2.09750 -0.47742 4.36834
O -1.10812 -3.34957 4.31395
H -0.39536 -2.09493 2.98251
H -1.67311 -3.06520 2.27156
H -3.46979 -1.75470 3.61568
H -2.49844 -0.94086 2.42040
H -2.11949 -0.91697 5.22152
H -0.74833 -2.81847 5.02815
C 0.70238 5.81716 1.05390
C -0.50598 4.78474 1.19921
O -1.08894 4.89057 2.43649
O 1.82895 5.58491 1.90283
H 0.35364 6.83504 1.22827
H 1.00550 5.73919 0.00980
H -0.18436 3.78853 0.89552
H -1.29265 4.98510 0.47182
H -0.55240 4.37848 3.04599
H 2.34399 6.39108 1.82271
C -3.13530 2.77136 -0.07267
C -3.46255 2.34583 1.34024
O -4.88769 2.50311 1.63412
O -3.82755 1.97209 -1.06239
H -2.06187 2.73192 -0.25788
H -3.44225 3.79606 -0.28213
H -2.88094 2.90017 2.07681
H -3.15603 1.30216 1.41031
H -5.38297 2.13881 0.89684
H -4.64737 2.41157 -1.29977
C -4.23334 -1.21048 -0.54972
C -5.27144 -1.59807 -1.61741
O -4.62727 -2.38153 -2.64610
O -3.65971 -2.39007 -0.02289
H -4.50985 -0.56110 0.28092
H -3.34429 -0.78474 -1.01494
H -5.53498 -0.65109 -2.08843
H -6.22175 -1.99144 -1.25646
H -4.86575 -3.30942 -2.58491
H -2.89487 -2.55730 -0.57845
C 2.02642 1.68502 3.08543
C 2.28383 2.69723 4.21736
O 1.63551 3.89732 3.95305
O 2.77392 2.00992 1.94372
H 0.99277 1.61850 2.74595
H 2.36294 0.73092 3.49108
H 3.33467 2.87880 4.44291
H 1.82731 2.42624 5.16933
H 1.70381 4.20196 3.04524
H 2.56316 1.32408 1.30591
C -0.53827 -5.79994 1.48822
C 0.68322 -4.88843 1.61248
O 0.91154 -4.11188 0.52651
H -0.51721 -6.45659 0.61846
H -1.40013 -5.13971 1.39139
H -0.61557 -6.50869 2.31273
H 1.52928 -5.56820 1.71349
H 0.73169 -4.34752 2.55755
H 1.63987 -3.52090 0.73116
C 6.06602 -0.59280 -2.03043
C 5.90355 -0.10235 -0.61580
O 7.16024 -0.07049 0.02142
H 6.85760 -0.09194 -2.58777
H 5.09779 -0.62995 -2.52968
H 6.44015 -1.61575 -1.98902
H 5.11447 -0.66430 -0.11615
H 5.53085 0.92158 -0.58846
H 7.47847 -0.97597 0.00085
C -0.22949 0.63709 -0.03364
C 0.63432 -0.60650 -0.09481
O 1.92507 -0.14175 0.28273
H -0.13410 1.16190 0.91692
H -1.26149 0.35041 -0.23589
H 0.04033 1.35667 -0.80663
H 0.68112 -0.94094 -1.13118
H 0.25714 -1.44371 0.49248
H 2.52224 -0.88599 0.38803
*
```

Energy above the lowest of the compared OMol25 structures with the same formula, charge and spin ... 26.14 kcal/mol
Lowest unoccupied orbital energy (spin up / spin down) ... 1.80 / 1.80 eV

---

[8]
A cluster of 5 separate species, CH10NO6 in total in a non-equilibrium geometry. Source: OMol25; level of theory: ωB97M-V/def2-TZVPD.

```
! wB97M-V def2-TZVPD RIJCOSX def2/J DEFGRID3
* xyz -1 1
N 0.52920 -0.87883 -1.54095
C 0.96979 -0.36024 -0.30709
O 0.15410 0.36360 0.30817
O 2.12884 -0.70591 0.06180
H -0.46366 -0.82721 -1.66918
H 1.14878 -1.04794 -2.30567
H -0.14907 2.01846 -0.62157
H -0.81723 2.95523 0.37417
O -0.38609 2.95791 -0.48262
H 2.66473 -2.12777 -0.53655
H 2.38901 -3.52079 0.07211
O 2.88625 -3.08478 -0.61975
H -1.11144 1.16156 3.00832
H -1.24579 1.41313 4.47132
O -1.70649 0.99504 3.75414
H -2.38798 0.77485 -1.87186
H -2.17564 0.03127 -0.58579
O -2.42733 -0.11757 -1.50897
*
```

Energy above the lowest of the compared OMol25 structures with the same formula, charge and spin ... 21.35 kcal/mol
Lowest unoccupied orbital energy ... 3.28 eV

---

[9]
A structure of composition C42H98N5NiO18 in a non-equilibrium geometry. Source: OMol25; level of theory: ωB97M-V/def2-TZVPD.

```
! wB97M-V def2-TZVPD RIJCOSX def2/J DEFGRID3
* xyz 1 3
Ni 9.51705 -2.18801 -25.37810
C 12.04929 -2.65959 -21.64112
C 10.85351 -2.98816 -22.44340
C 9.71181 -3.70637 -21.61854
O 10.35347 -2.05238 -23.34642
H 12.67214 -3.51201 -21.36996
H 11.78310 -2.10832 -20.73926
H 12.74194 -2.10657 -22.27555
H 11.22131 -3.81904 -23.04545
H 9.31968 -2.93464 -20.95614
H 10.07094 -4.58474 -21.08227
H 8.79268 -3.88518 -22.17652
C 9.36870 -11.39817 -15.40325
O 8.32434 -10.74491 -16.14832
C 8.27228 -9.33959 -15.90655
C 7.18309 -8.65283 -16.78509
O 7.48516 -8.61771 -18.15116
C 8.50279 -7.61899 -18.41463
C 7.79639 -6.28131 -18.78232
O 6.90091 -5.77421 -17.74780
C 5.82391 -4.95487 -18.15506
H 9.34300 -10.98564 -14.39466
H 10.36488 -11.19510 -15.79630
H 9.20659 -12.47565 -15.43257
H 9.29035 -9.09823 -16.21212
H 8.10775 -9.07216 -14.86276
H 7.05827 -7.66206 -16.34816
H 6.22947 -9.16846 -16.67177
H 9.12832 -7.89203 -19.26449
H 9.26005 -7.56888 -17.63223
H 7.37369 -6.36042 -19.78390
H 8.48918 -5.47600 -19.02647
H 5.19663 -4.60026 -17.33721
H 5.17928 -5.55549 -18.79679
H 6.20154 -4.07467 -18.67540
C 13.20856 -7.30529 -12.07203
O 13.11857 -7.86163 -13.37649
C 12.29950 -7.16404 -14.27520
C 12.04246 -8.18589 -15.44027
O 13.10917 -8.51699 -16.40459
C 14.10078 -7.51245 -16.62568
C 13.43293 -6.35301 -17.48899
O 12.68136 -6.78498 -18.64653
C 11.61823 -5.94267 -18.99796
H 13.86212 -7.90510 -11.43863
H 12.28414 -7.46138 -11.51599
H 13.50923 -6.26007 -12.14432
H 12.73996 -6.22151 -14.60037
H 11.33838 -7.03707 -13.77699
H 11.18616 -7.83092 -16.01372
H 11.78463 -9.17126 -15.05210
H 14.96403 -8.00869 -17.06913
H 14.41440 -6.98817 -15.72298
H 14.12226 -5.52769 -17.66721
H 12.74132 -5.82781 -16.83026
H 11.98566 -4.93341 -19.18369
H 10.89723 -5.87017 -18.18371
H 11.07461 -6.23945 -19.89490
C 10.00935 1.22102 -21.81472
O 9.14421 1.26230 -20.64412
C 9.22562 0.07980 -19.72550
C 8.70429 0.42473 -18.33556
O 7.27811 0.65609 -18.23685
C 7.02791 2.07425 -18.36123
C 5.51505 2.21321 -18.10456
O 4.82299 1.54071 -19.19494
C 3.59806 2.14469 -19.48503
H 11.03867 0.93963 -21.59238
H 9.91769 2.13369 -22.40355
H 9.57851 0.38107 -22.35966
H 10.25805 -0.26731 -19.68436
H 8.58117 -0.68042 -20.16692
H 9.30907 1.24612 -17.95132
H 9.00122 -0.35941 -17.63911
H 7.35695 2.41769 -19.34198
H 7.65940 2.55095 -17.61151
H 5.30355 3.27734 -17.99975
H 5.17003 1.83395 -17.14267
H 3.62464 3.04599 -20.09745
H 3.11168 2.33046 -18.52741
H 3.15881 1.36904 -20.11234
C 15.73719 -4.79293 -20.40029
O 15.98925 -3.56931 -21.00713
C 15.46441 -2.45516 -20.21850
C 15.60384 -1.12330 -21.10070
O 15.79553 -0.00204 -20.21731
C 15.53043 1.29770 -20.75604
C 14.08825 1.77221 -20.61791
O 13.72162 1.87501 -19.28886
C 12.55731 2.69062 -18.94297
H 16.45704 -5.06347 -19.62782
H 15.85019 -5.48904 -21.23141
H 14.73845 -4.83440 -19.96565
H 15.85002 -2.30023 -19.21083
H 14.38812 -2.49358 -20.05049
H 14.76799 -1.07158 -21.79840
H 16.41466 -1.21826 -21.82295
H 16.07349 1.39318 -21.69629
H 16.16884 1.88347 -20.09466
H 13.50575 0.95797 -21.04898
H 13.91235 2.72533 -21.11663
H 11.61106 2.22073 -19.21113
H 12.63039 3.66031 -19.43537
H 12.49436 2.95046 -17.88626
C 12.58706 0.68302 -24.28323
O 12.15721 1.83114 -24.17101
N 13.89267 0.36724 -24.52323
C 14.27628 -1.00683 -24.86991
C 14.94186 1.36911 -24.65905
H 11.87343 -0.15502 -24.30816
H 14.44673 -1.17556 -25.93320
H 13.46524 -1.67881 -24.58927
H 15.18279 -1.28361 -24.33164
H 14.69051 2.42300 -24.53971
H 15.84150 1.18173 -24.07285
H 15.32614 1.34080 -25.67867
C 9.13241 -5.36604 -24.81723
O 9.01787 -4.24502 -25.29540
N 8.18066 -6.32343 -24.95317
C 8.30762 -7.57374 -24.10695
C 6.92762 -6.00784 -25.58978
H 10.05419 -5.65338 -24.28812
H 7.50095 -7.52097 -23.37580
H 9.27422 -7.77079 -23.64330
H 8.03397 -8.44521 -24.70173
H 6.94032 -5.25440 -26.37735
H 6.47478 -6.86441 -26.08912
H 6.20453 -5.83935 -24.79175
C 14.23641 -7.48890 -24.31114
O 14.15854 -8.65782 -23.89719
N 13.58433 -6.49372 -23.68787
C 13.79181 -5.12342 -24.05831
C 12.70055 -6.72157 -22.54950
H 14.88839 -7.08632 -25.10174
H 14.70206 -5.00612 -24.64634
H 13.86868 -4.43766 -23.21456
H 12.98843 -4.80411 -24.72218
H 12.99397 -6.15237 -21.66746
H 11.70878 -6.38892 -22.85581
H 12.57756 -7.73493 -22.16729
C 7.09143 -1.17510 -23.23350
O 7.52387 -1.73051 -24.22983
N 6.37772 0.00733 -23.27267
C 5.99252 0.58000 -22.02483
C 6.24534 0.78423 -24.55235
H 7.07056 -1.61891 -22.22613
H 5.70496 -0.15342 -21.27151
H 5.06808 1.14480 -22.14535
H 6.76458 1.18572 -21.55035
H 5.23222 1.13117 -24.75562
H 6.91201 1.63452 -24.40859
H 6.46962 0.20338 -25.44700
C 11.19146 -3.13687 -15.13378
O 12.27990 -2.86747 -14.75979
N 10.65248 -2.84085 -16.33386
C 9.22958 -3.03064 -16.53388
C 11.44392 -2.01173 -17.31915
H 10.44216 -3.67305 -14.53106
H 8.91581 -3.80587 -15.83483
H 8.97642 -3.39242 -17.53044
H 8.67691 -2.14601 -16.21751
H 11.41957 -2.62663 -18.21882
H 10.89827 -1.07003 -17.37882
H 12.46656 -1.88561 -16.96362
*
```

Lowest unoccupied orbital energy (spin up / spin down) ... -4.36 / -5.25 eV